18
Properties=species:S:1:pos:R:3:forces:R:3:nbo_charge:R:1 method="wB97M-V/def2-TZVPD" fmax_ev_per_a=2.3 total_charge=0 e_above_lowest_kcal_mol=83.5 homo_lumo_gap_ev=8.87 molar_mass_g_mol=101.1 energy_ha=-326.9983 spin_multiplicity=1 e_lumo_ev=1.020
C -2.3493 -0.2626 -0.5844 0.0 -0.1 0.0 -0.613
C -1.4579 0.8291 -0.0027 0.0 0.1 0.0 -0.405
C -0.6758 0.3840 1.2244 -0.2 0.3 0.1 -0.237
N 0.2802 -0.6901 1.0020 0.1 -0.1 0.4 -0.622
C 1.5824 -0.5731 0.8231 -0.9 -1.0 1.0 0.280
O 1.9541 0.6135 0.3018 0.7 -2.0 -0.9 -0.564
C 2.9833 -0.0934 -0.5479 0.6 1.1 -0.5 -0.272
H -2.9228 0.1106 -1.4388 0.1 -0.1 0.1 0.215
H -1.7545 -1.1168 -0.9264 -0.1 0.1 0.0 0.207
H -3.0652 -0.6267 0.1633 0.1 0.1 -0.1 0.199
H -0.7457 1.1892 -0.7537 -0.1 -0.1 0.1 0.211
H -2.0696 1.6893 0.2974 0.1 -0.1 -0.1 0.203
H -0.1118 1.2280 1.6330 -0.2 0.0 0.0 0.211
H -1.3545 0.0247 2.0056 0.0 0.2 -0.1 0.195
H 0.0537 -1.6225 1.3070 -0.3 0.2 0.2 0.399
H 3.0581 0.6001 -1.3684 0.6 0.3 -0.4 0.181
H 2.7760 -1.1038 -0.9699 -0.5 1.0 0.5 0.209
H 3.8751 -0.1950 0.0676 0.1 0.2 -0.2 0.202

***

19
Properties=species:S:1:pos:R:3:forces:R:3:nbo_charge:R:1 method="wB97M-V/def2-TZVPD" fmax_ev_per_a=3.3 total_charge=+1 e_above_lowest_kcal_mol=15.3 homo_lumo_gap_ev=9.41 molar_mass_g_mol=232.1 energy_ha=-3353.0295 spin_multiplicity=1 e_lumo_ev=-3.511
C 2.3192 1.4078 0.0265 0.1 2.5 2.1 -0.168
C 2.7434 0.7121 -1.0592 1.3 -2.0 -2.2 -0.211
C 1.2117 1.0826 0.8249 1.2 1.2 -1.0 -0.248
C 2.0771 -0.4499 -1.4674 -0.7 -1.0 -0.1 -0.166
C 0.4870 0.0565 0.3404 -0.7 -1.4 -0.7 0.197
C 0.8584 -0.7034 -0.7985 0.8 0.4 0.3 -0.259
C -1.3043 -1.3496 0.2094 -0.9 -1.0 0.8 0.303
N -0.7032 -0.4023 0.9043 0.5 -0.3 -1.4 -0.509
N -2.4749 -1.9050 0.6495 1.0 0.3 -0.8 -0.754
S -0.4038 -1.8620 -1.1396 0.1 -0.4 -0.2 0.529
Br -3.7110 0.9649 0.1918 -0.2 0.7 -0.1 -0.233
H 2.7966 2.3377 0.3883 0.2 -0.7 -0.7 0.241
H 3.6414 0.8661 -1.7180 -0.8 0.7 1.4 0.256
H 0.9118 1.7536 1.6285 0.1 -0.5 0.0 0.246
H 2.5447 -1.1602 -2.2392 -1.1 1.4 1.1 0.258
H -1.1419 0.1134 1.6172 -0.7 0.5 1.1 0.439
H -3.7903 2.3480 0.5511 0.0 -0.2 0.0 0.246
H -3.1118 -1.2270 1.0121 -0.4 0.2 0.7 0.410
H -2.9499 -2.5832 0.0780 0.2 -0.2 -0.2 0.423

***

19
Properties=species:S:1:pos:R:3:forces:R:3:nbo_charge:R:1 method="wB97M-V/def2-TZVPD" fmax_ev_per_a=5.2 total_charge=0 e_above_lowest_kcal_mol=65.9 homo_lumo_gap_ev=8.50 molar_mass_g_mol=147.1 energy_ha=-547.7411 spin_multiplicity=1 e_lumo_ev=0.294
H 1.8001 1.9762 1.8501 -0.4 -0.2 0.0 0.347
N 1.7465 1.0379 1.4535 0.4 -0.2 -0.8 -0.769
C 0.9931 0.9346 0.4295 -0.8 -1.8 0.2 0.408
N 0.0663 1.7929 -0.0451 0.2 -0.3 -0.3 -0.830
C 1.1007 -0.4488 -0.5062 3.8 3.6 -0.7 0.633
N 2.2156 -1.1466 -0.1040 -0.8 -0.4 0.5 -0.824
O 0.8742 -0.3233 -1.7252 -0.5 -0.5 0.9 -0.695
H -0.0063 2.7157 0.3537 -0.2 -0.2 -0.3 0.399
H -0.4078 1.5122 -0.8960 0.1 0.4 0.2 0.421
H 2.6340 -0.8511 0.7694 -0.4 0.1 0.0 0.421
H 2.8911 -1.3852 -0.8157 -0.5 -0.2 -0.2 0.400
O -1.6095 -0.4724 -1.4230 0.3 -0.8 0.0 -0.763
C -1.1928 -1.1784 -0.2930 -2.5 1.4 2.1 -0.074
C -1.8362 -0.7351 0.8656 0.4 -2.8 -2.3 0.160
O -2.8913 0.0719 0.7877 0.5 1.7 -0.2 -0.654
H -0.8261 -0.4625 -2.0229 -0.3 0.1 0.3 0.517
H -0.9197 -2.2244 -0.3630 0.7 0.2 0.0 0.217
H -1.8018 -1.2966 1.7860 0.3 0.1 0.2 0.187
H -2.8303 0.4829 -0.1014 -0.3 -0.2 0.3 0.498

***

14
Properties=species:S:1:pos:R:3:forces:R:3:nbo_charge:R:1 method="wB97M-V/def2-TZVPD" fmax_ev_per_a=1.1 total_charge=0 e_above_lowest_kcal_mol=6.0 homo_lumo_gap_ev=11.27 molar_mass_g_mol=84.1 energy_ha=-266.7125 spin_multiplicity=1 smiles=CC[C@@H](N)C#N e_lumo_ev=0.902
C 1.1433 1.1104 -0.8549 0.1 0.0 0.0 -0.618
C -0.2840 0.7309 -0.4702 0.0 0.0 0.0 -0.385
C -0.3905 -0.2841 0.6831 0.1 0.1 0.0 -0.150
N -1.6949 -0.9301 0.6590 0.0 -0.2 0.0 -0.795
C 0.7351 -1.2567 0.6792 0.7 -0.7 0.0 0.255
N 1.5842 -2.0430 0.7069 -0.8 0.7 -0.1 -0.331
H 1.6505 0.2757 -1.3492 0.0 0.1 0.1 0.218
H 1.7415 1.3874 0.0202 -0.1 0.0 -0.1 0.209
H 1.1423 1.9605 -1.5436 0.0 -0.1 0.1 0.219
H -0.8538 1.6138 -0.1636 0.1 -0.1 -0.1 0.217
H -0.8062 0.3177 -1.3414 0.1 0.0 0.1 0.205
H -0.3092 0.2596 1.6317 0.0 -0.1 -0.1 0.228
H -1.7635 -1.5282 -0.1604 -0.1 0.1 0.1 0.360
H -1.8110 -1.5312 1.4693 0.0 0.1 -0.1 0.367

***

58
Properties=species:S:1:pos:R:3:forces:R:3:nbo_charge:R:1 method="wB97M-V/def2-TZVPD" fmax_ev_per_a=0.3 total_charge=+2 e_above_lowest_kcal_mol=0.0 homo_lumo_gap_ev="6.98 / 5.21" molar_mass_g_mol=576.6 energy_ha=-1669.4762 spin_multiplicity=5 e_lumo_ev="-7.271 / -9.043"
Ru -0.8939 -0.6749 -0.9815 0.1 0.1 0.0 1.375
N 6.3375 6.7621 -0.8449 0.0 0.0 0.0 -0.212
C 5.5336 5.9443 -0.8875 0.0 0.0 0.0 0.232
C 4.5269 4.9175 -0.9415 0.0 0.0 0.0 -0.126
C 4.3792 4.0377 0.1280 0.0 0.0 0.0 -0.147
C 3.4163 3.0453 0.0717 0.0 0.0 0.0 -0.192
C 2.5891 2.9381 -1.0443 0.0 0.0 0.0 -0.127
C 2.7365 3.8244 -2.1096 0.0 0.0 0.0 -0.153
C 3.7080 4.8086 -2.0630 0.0 0.0 0.0 -0.150
C 1.5506 1.8756 -1.1008 -0.1 0.0 0.0 0.111
C 1.9686 0.5440 -1.1402 0.1 -0.1 0.1 0.189
C 3.3450 0.1055 -1.2150 0.0 0.0 -0.1 -0.151
C 3.3389 -1.2478 -1.2555 0.0 0.0 0.0 -0.252
C 1.9652 -1.6408 -1.2013 0.0 0.0 0.0 0.195
N 1.1465 -0.5937 -1.1341 0.1 0.0 -0.1 -0.558
C 0.2106 2.2620 -1.1527 0.0 0.1 -0.1 0.206
C -0.3020 3.6174 -1.1687 0.0 0.0 0.0 -0.176
C -1.6421 3.5320 -1.3180 0.0 -0.1 0.0 -0.231
C -1.9524 2.1230 -1.3767 0.0 0.1 0.0 0.188
N -0.8667 1.3801 -1.2677 0.0 0.0 0.0 -0.550
H 5.0160 4.1365 0.9961 0.0 0.0 0.0 0.252
H 3.2956 2.3680 0.9081 0.0 0.0 0.0 0.230
H 2.1083 3.7338 -2.9872 0.0 0.0 0.0 0.225
H 3.8382 5.4910 -2.8914 0.0 0.0 0.0 0.251
H 4.1961 0.7641 -1.2622 0.0 0.0 0.0 0.267
H 4.1796 -1.9175 -1.3289 0.0 0.0 0.0 0.268
H 1.5764 -2.6467 -1.2239 0.0 0.0 0.0 0.233
H 0.3003 4.5061 -1.0805 0.0 0.0 0.0 0.266
H -2.3620 4.3313 -1.3773 0.0 0.0 0.0 0.268
H -2.9281 1.6688 -1.4787 0.0 0.0 0.0 0.245
O -2.8389 -0.6982 -0.7056 -0.2 0.0 0.1 -0.482
N -3.3724 -0.6437 0.4822 0.1 0.0 -0.1 0.176
N -2.5107 -0.5764 1.4018 -0.2 0.0 0.1 0.204
O -1.2375 -0.5697 1.1281 0.1 -0.1 0.0 -0.536
C -2.9365 -0.5008 2.7916 0.1 0.0 -0.2 0.127
C -4.2908 -0.4223 3.0820 0.0 0.0 0.1 -0.226
C -4.6633 -0.3523 4.4129 0.0 0.0 0.0 -0.181
C -3.6999 -0.3599 5.4152 0.0 0.0 0.0 -0.163
C -2.3535 -0.4372 5.0930 0.0 0.0 0.0 -0.188
C -1.9552 -0.5086 3.7662 0.0 0.0 0.1 -0.231
H -5.0328 -0.4174 2.2977 0.0 0.0 0.0 0.249
H -5.7123 -0.2903 4.6662 0.0 0.0 0.0 0.241
H -4.0034 -0.3040 6.4515 0.0 0.0 0.0 0.240
H -1.6063 -0.4412 5.8742 0.0 0.0 0.0 0.238
H -0.9115 -0.5645 3.4980 0.0 0.0 0.0 0.241
N -1.1247 -6.8828 -1.3478 0.0 0.0 0.0 -0.721
C -1.0458 -5.5524 -1.2697 0.0 0.0 0.0 0.269
C -1.3509 -4.7274 -2.3740 0.0 0.0 0.0 -0.288
C -1.2698 -3.3713 -2.2434 -0.1 0.0 0.0 0.066
N -0.8861 -2.7536 -1.1038 0.0 0.0 0.0 -0.557
C -0.5949 -3.5382 -0.0414 0.0 0.0 0.0 0.053
C -0.6569 -4.9012 -0.0782 0.0 0.0 0.0 -0.291
H -1.4209 -7.3399 -2.1931 0.0 0.0 0.0 0.419
H -0.9276 -7.4669 -0.5536 0.0 0.0 0.0 0.418
H -1.6631 -5.1540 -3.3170 0.0 0.0 0.0 0.249
H -1.5217 -2.7313 -3.0807 0.0 0.0 0.0 0.222
H -0.3096 -3.0212 0.8663 0.0 0.0 0.0 0.229
H -0.4189 -5.4692 0.8106 0.0 0.0 0.0 0.247

***

7
Properties=species:S:1:pos:R:3:forces:R:3:nbo_charge:R:1 method="wB97M-V/def2-TZVPD" fmax_ev_per_a=2.8 total_charge=0 e_above_lowest_kcal_mol=35.0 homo_lumo_gap_ev="8.43 / 8.43" molar_mass_g_mol=73.1 energy_ha=-530.8789 spin_multiplicity=1 smiles="[H]/N=C/C=S" e_lumo_ev="-0.670 / -0.670"
H -0.0806 1.6976 1.2198 -0.1 -0.9 0.0 0.348
N -0.6655 0.9866 0.7429 1.3 -0.2 -1.4 -0.577
C -0.0139 0.3941 -0.2027 -0.8 1.0 0.8 0.043
C -0.7918 -0.2973 -1.2708 -1.6 -1.7 -1.5 -0.314
S -1.1376 0.5125 -2.6646 0.5 -0.8 1.5 0.087
H 1.0680 0.4689 -0.4446 -0.5 0.2 0.4 0.181
H -1.2201 -1.4063 -1.1890 1.1 2.4 0.3 0.232

***

9
Properties=species:S:1:pos:R:3:forces:R:3:nbo_charge:R:1 method="wB97M-V/def2-TZVPD" fmax_ev_per_a=4.4 total_charge=0 e_above_lowest_kcal_mol=103.7 homo_lumo_gap_ev="8.29 / 8.30" molar_mass_g_mol=110.5 energy_ha=-759.8463 spin_multiplicity=1 e_lumo_ev="-1.356 / -1.357"
C -0.1853 -0.2547 -0.4650 1.9 3.0 2.6 -0.145
N -0.1909 1.2545 1.0027 0.2 -1.3 -4.1 -0.658
N -1.4011 -0.9876 -0.1340 2.2 0.5 0.1 0.480
O -1.2361 -1.9541 0.5891 -0.4 -0.1 -0.1 -0.367
O -2.4220 -0.5140 -0.5352 -1.4 0.0 -0.2 -0.343
Cl -0.9332 0.7853 2.3692 -0.2 -0.6 1.5 0.206
H -0.2101 0.6575 -1.0669 -0.7 -1.1 -0.6 0.243
H 0.8164 -0.7481 -0.3376 -1.6 0.1 -0.1 0.227
H 0.8248 1.3596 1.0369 -0.1 -0.5 0.9 0.358

***

15
Properties=species:S:1:pos:R:3:forces:R:3:nbo_charge:R:1 method="wB97M-V/def2-TZVPD" fmax_ev_per_a=0.6 total_charge=0 e_above_lowest_kcal_mol=114.1 homo_lumo_gap_ev=9.70 molar_mass_g_mol=100.1 energy_ha=-345.6232 spin_multiplicity=1 smiles="C1=CC1.C=O.C=O" e_lumo_ev=0.650
C -1.6287 -0.4663 -0.5085 -0.1 -0.3 0.1 -0.192
C -1.3123 -1.2511 0.4669 -0.2 0.0 -0.3 -0.174
C -1.7639 0.1185 0.8657 -0.1 0.2 0.2 -0.435
H -1.7376 -0.2793 -1.5637 0.0 0.0 0.2 0.232
H -0.9537 -2.1997 0.8299 -0.1 0.1 -0.1 0.227
H -1.0384 0.8515 1.2461 -0.1 -0.2 -0.1 0.161
H -2.7609 0.2499 1.2943 0.1 0.0 0.0 0.175
C 0.9385 1.7129 -0.6143 -0.1 -0.1 -0.2 0.282
O 0.4179 1.1279 -1.5300 0.3 0.4 0.3 -0.509
H 0.3813 2.3926 0.0536 0.0 0.0 -0.1 0.123
H 2.0127 1.5838 -0.3812 -0.1 0.1 0.0 0.106
C 1.8586 -0.9720 -0.0451 0.0 0.0 0.2 0.273
O 1.3740 -0.9168 1.0556 0.4 -0.1 -0.3 -0.510
H 1.3043 -1.3332 -0.9313 0.0 0.0 0.2 0.133
H 2.8957 -0.6251 -0.2286 -0.1 -0.1 0.0 0.107